Entry 1:
18
Properties=species:S:1:pos:R:3 method="wB97M-V/def2-TZVPD" homo_energy_ha=-0.18677 gap_ev=7.3 relative_energy_kj_mol=295.67 total_charge=-1 e_lumo_ev=2.23
C 0.031 1.849 -2.815
C 0.890 1.312 -1.792
C -0.437 -0.011 1.618
N 0.308 -1.483 -0.857
N 0.705 -0.230 2.367
O -1.047 2.124 -3.283
O -2.114 -1.397 0.047
O 1.226 1.441 -3.197
O -0.254 -2.702 1.402
P -0.513 -1.558 0.513
I 1.923 2.780 -0.539
I -2.395 0.054 2.605
H 0.554 0.294 -1.258
H -0.442 0.853 1.085
H 1.317 -1.363 -0.763
H 1.069 -1.120 2.654
H -1.816 -1.246 -0.877
H 0.995 0.402 3.091

***

Entry 2:
16
Properties=species:S:1:pos:R:3 method="wB97M-V/def2-TZVPD" homo_energy_ha=-0.14124 gap_ev=7.5 relative_energy_kj_mol=223.85 total_charge=-1 e_lumo_ev=3.65 smiles="C=NCCCC(=O)[O-]"
C 1.434 -2.562 1.091
N 1.768 -1.325 1.308
C 0.734 -0.363 1.047
C -0.629 -0.766 0.383
C -1.329 0.580 0.121
C -0.700 1.352 -1.073
O -1.071 2.541 -1.110
O -0.039 0.823 -1.939
H 2.223 -3.396 1.176
H 0.375 -2.944 0.970
H 1.304 0.402 0.586
H 0.559 0.019 2.141
H -0.896 -1.726 0.694
H -0.513 -0.997 -0.795
H -2.307 0.375 0.025
H -1.303 1.181 1.021

***

Entry 3:
120
Properties=species:S:1:pos:R:3 method="wB97M-V/def2-TZVPD" homo_energy_ha=-0.30191 gap_ev=8.4 relative_energy_kj_mol=377.29 e_lumo_ev=0.15
N -2.591 1.010 2.067
Si -2.966 2.201 0.756
S -4.747 1.415 -0.255
O -1.623 2.515 -0.333
Si -2.154 3.095 -1.904
C -0.728 4.017 -2.891
C -0.636 5.618 -2.547
O 0.464 6.018 -1.853
O -1.617 6.638 -2.974
P -2.586 1.271 -3.131
S -1.795 -0.228 -2.174
P -3.646 4.117 1.694
O -3.061 4.331 3.148
H -2.887 1.347 3.010
H -1.600 0.687 2.043
H -5.254 2.406 -1.110
H -3.352 3.952 -1.805
H 0.267 3.420 -2.712
H -1.026 3.881 -4.035
H -1.224 7.510 -2.617
H -1.898 1.355 -4.422
H -4.025 1.222 -3.260
H -3.459 5.252 0.803
H -5.100 3.985 1.845
O 4.437 2.205 2.210
C 3.678 2.633 1.357
O 2.699 1.895 0.757
C 2.080 2.678 -0.262
C 2.362 4.110 0.111
C 3.708 4.018 0.784
H 2.520 2.406 -1.228
H 1.007 2.467 -0.289
H 2.347 4.789 -0.746
H 1.613 4.460 0.832
H 4.528 4.089 0.065
H 3.815 4.768 1.571
O 3.928 6.379 2.443
C 3.027 6.964 3.020
O 2.801 8.308 2.933
C 1.740 8.662 3.818
C 0.968 7.389 4.044
C 2.040 6.333 3.955
H 2.173 9.056 4.744
H 1.121 9.439 3.359
H 0.421 7.379 4.990
H 0.243 7.246 3.233
H 2.522 6.160 4.921
H 1.649 5.398 3.544
O -2.625 -0.366 4.494
C -2.859 -1.416 3.919
O -2.760 -1.593 2.569
C -3.212 -2.904 2.234
C -3.081 -3.706 3.503
C -3.339 -2.676 4.573
H -4.249 -2.838 1.889
H -2.595 -3.312 1.428
H -3.761 -4.561 3.544
H -2.056 -4.085 3.598
H -4.406 -2.580 4.795
H -2.772 -2.890 5.481
O -6.067 -4.799 1.788
C -6.017 -5.059 0.597
O -5.989 -6.325 0.086
C -5.820 -6.254 -1.329
C -6.290 -4.877 -1.718
C -5.930 -4.052 -0.509
H -4.762 -6.414 -1.563
H -6.411 -7.039 -1.811
H -5.839 -4.515 -2.646
H -7.379 -4.880 -1.850
H -4.906 -3.671 -0.567
H -6.638 -3.235 -0.356
O 1.564 1.368 -3.982
C 2.701 1.075 -4.315
O 3.164 1.124 -5.598
C 4.495 0.610 -5.635
C 5.015 0.751 -4.229
C 3.771 0.567 -3.397
H 4.457 -0.434 -5.962
H 5.091 1.184 -6.350
H 5.810 0.039 -3.991
H 5.411 1.763 -4.079
H 3.582 -0.487 -3.175
H 3.813 1.155 -2.477
O 7.536 2.628 -5.677
C 8.140 2.472 -4.628
O 8.534 1.260 -4.139
C 9.113 1.441 -2.848
C 9.546 2.883 -2.805
C 8.516 3.563 -3.672
H 8.356 1.212 -2.090
H 9.957 0.758 -2.723
H 9.599 3.287 -1.791
H 10.537 2.986 -3.263
H 7.632 3.857 -3.099
H 8.939 4.421 -4.199
O -2.929 -5.434 6.787
C -3.163 -6.484 6.212
O -3.064 -6.661 4.862
C -3.516 -7.972 4.527
C -3.385 -8.774 5.796
C -3.643 -7.744 6.866
H -4.553 -7.907 4.182
H -2.899 -8.380 3.721
H -4.065 -9.629 5.837
H -2.360 -9.153 5.891
H -4.710 -7.648 7.088
H -3.076 -7.958 7.774
O -2.661 -3.572 -2.726
C -1.658 -4.263 -2.796
O -1.665 -5.628 -2.829
C -0.320 -6.104 -2.800
C 0.519 -4.955 -3.294
C -0.249 -3.752 -2.809
H -0.072 -6.387 -1.771
H -0.226 -6.984 -3.442
H 1.551 -4.989 -2.934
H 0.544 -4.958 -4.391
H 0.038 -3.467 -1.793
H -0.144 -2.906 -3.493

***

Entry 4:
21
Properties=species:S:1:pos:R:3 method="wB97M-V/def2-TZVPD" homo_energy_ha=-0.37220 gap_ev=9.6 relative_energy_kj_mol=0.00 e_lumo_ev=-0.50
C -2.651 1.113 0.144
C -2.024 -0.817 -1.134
C -2.172 -0.998 1.236
C 2.424 1.226 -0.177
C 1.413 2.128 -0.497
C 2.181 -0.123 0.096
C 0.115 1.680 -0.422
C 0.790 -0.540 0.129
C -0.117 0.411 -0.054
C 0.653 -2.063 0.351
C -2.029 -0.145 0.102
N -3.285 2.067 0.204
N -1.899 -1.247 -2.183
N -2.219 -1.751 2.073
H 3.551 1.458 -0.172
H 1.601 3.159 -0.821
H 2.919 -0.751 0.605
H -0.747 2.340 -0.790
H 0.796 -2.608 -0.591
H 1.120 -2.343 1.320
H -0.422 -2.197 0.581

***

Entry 5:
13
Properties=species:S:1:pos:R:3 method="wB97M-V/def2-TZVPD" homo_energy_ha=-0.35166 gap_ev=10.4 relative_energy_kj_mol=130.12 e_lumo_ev=0.80
H -0.003 -0.239 -0.641
N -0.498 0.722 -0.355
C -1.657 0.552 0.190
C -2.506 -0.668 0.297
H -2.138 1.463 0.650
H -2.187 -1.233 1.229
H -3.526 -0.399 0.325
H -2.176 -1.320 -0.511
O 2.440 0.490 -1.267
P 3.737 0.239 -0.398
Cl 3.520 -1.732 0.005
Cl 3.142 0.956 1.328
H 1.852 1.169 -0.851

***

Entry 6:
14
Properties=species:S:1:pos:R:3 method="wB97M-V/def2-TZVPD" homo_energy_ha=-0.34930 gap_ev=10.0 relative_energy_kj_mol=363.11 e_lumo_ev=0.52 smiles="C#C[C@@H](S)C(=O)NN"
C 0.939 1.182 -2.048
C 1.021 0.474 -1.046
C 0.989 -0.413 0.101
S 1.370 0.675 1.579
C -0.281 -1.236 0.304
O -0.189 -2.446 0.467
N -1.462 -0.601 0.255
N -1.641 0.758 0.088
H 0.968 1.923 -2.831
H 1.748 -1.201 0.047
H 1.258 -0.259 2.536
H -2.289 -1.168 0.441
H -1.253 1.260 0.874
H -1.178 1.052 -0.767